This record from the OMol25 dataset describes 3 unconnected molecules or ions with the total composition C3H11NO3. The level of theory is the ωB97M-V functional and the def2-TZVPD basis.

The energy above the lowest of the compared OMol25 structures with the same formula, charge and spin is 3.9825 eV. As for the HOMO-LUMO gap: 10.21 eV. The calculation puts the molecular weight at 109.1 g/mol. For the strongest force on any atom, the calculation gives 1.60 eV Å⁻¹. The SMILES is C=CO.CO.NO.

```
18
Properties=species:S:1:pos:R:3:forces:R:3
C -2.3026 -0.2320 0.4568 -0.6 0.1 -0.6
C -1.7751 0.5735 -0.4698 0.2 -0.2 0.2
O -1.3191 0.1176 -1.6565 -0.2 0.0 0.1
H -2.5039 -1.2653 0.2260 0.2 -0.3 0.0
H -2.8052 0.1870 1.3111 0.1 0.2 0.2
H -1.6595 1.6360 -0.2862 0.0 0.0 -0.1
H -0.6197 0.7147 -1.9611 -0.1 0.0 0.2
C 1.9259 0.4893 -1.2988 0.2 -0.1 0.0
O 0.9779 1.2841 -0.6225 0.0 0.2 0.6
H 2.0599 0.9135 -2.2941 0.0 0.0 0.0
H 1.5809 -0.5463 -1.3957 0.1 0.0 -0.1
H 2.8888 0.4895 -0.7822 0.0 0.0 -0.1
H 0.9205 0.9591 0.3074 0.0 0.1 -0.6
N 1.0999 -1.3355 1.6711 0.1 -0.3 -0.1
O 0.4359 -0.0834 1.7512 -1.3 0.1 -0.1
H 0.6537 -1.9088 0.9567 0.0 0.2 0.1
H 0.9911 -1.8158 2.5635 -0.2 0.2 -0.1
H -0.5496 -0.1770 1.5231 1.6 -0.1 0.3
```
Forces are in eV/Å.

***

This record from the OMol25 dataset describes a molecular structure, C30H73N10O14PS. The level of theory is the ωB97M-V functional and the def2-TZVPD basis.

As for the HOMO-LUMO gap: 9.01 eV. The calculation puts the molecular weight at 861.0 g/mol. For the strongest force on any atom, the calculation gives 0.34 eV Å⁻¹.

```
129
Properties=species:S:1:pos:R:3:forces:R:3
O 1.5707 -9.9354 -6.4456 0.0 0.2 -0.3
P 0.4973 -9.3064 -5.6786 -0.1 -0.2 0.2
O 0.9263 -8.2323 -4.5386 0.2 -0.2 0.0
S 1.8290 -8.7525 -3.2370 -0.1 0.1 -0.2
O 3.1961 -8.4001 -3.4926 0.0 0.0 0.0
O 1.1600 -7.5483 -2.3701 0.1 -0.1 0.2
H -0.2940 -10.2007 -4.9421 0.0 0.0 -0.1
H -0.4081 -8.4864 -6.3635 0.1 0.0 0.0
H 1.5461 -7.5732 -1.4809 0.0 0.1 0.0
C -2.9053 -5.2235 -1.7264 0.0 0.1 0.0
O -4.0875 -4.9262 -1.6510 0.1 0.0 0.0
N -1.9477 -4.4216 -2.2194 -0.1 0.0 0.0
C -0.5521 -4.8215 -2.2817 -0.1 0.0 0.0
C -2.3299 -3.1097 -2.7075 0.0 0.0 0.0
H -2.5211 -6.1986 -1.3837 0.0 0.0 0.0
H 0.0746 -4.1344 -1.7150 0.0 0.0 0.0
H -0.2077 -4.8415 -3.3178 0.0 -0.1 0.0
H -0.4503 -5.8224 -1.8657 0.0 0.1 -0.1
H -2.7904 -2.5189 -1.9143 0.0 0.0 0.0
H -3.0520 -3.1934 -3.5211 0.0 0.0 0.0
H -1.4379 -2.5995 -3.0656 0.0 0.0 0.0
C 3.2418 -12.8219 -4.4012 0.1 0.1 0.0
O 2.2774 -12.1179 -4.1569 0.0 0.0 0.0
N 4.3701 -12.4016 -5.0071 -0.2 -0.1 0.0
C 5.5001 -13.2760 -5.2166 0.0 0.0 0.0
C 4.4448 -11.0152 -5.4414 0.0 0.2 0.1
H 3.2752 -13.8902 -4.1257 0.0 0.0 0.0
H 6.3873 -12.8991 -4.7025 0.0 0.0 0.0
H 5.7332 -13.3699 -6.2798 0.0 0.0 0.0
H 5.2699 -14.2666 -4.8257 0.0 0.0 0.0
H 4.2726 -10.3525 -4.5926 0.0 0.0 -0.1
H 3.6824 -10.7937 -6.1857 0.0 0.0 0.0
H 5.4332 -10.8159 -5.8514 0.0 -0.1 0.0
C 2.1328 -1.9562 -0.5499 0.1 0.0 -0.1
O 1.8316 -3.0858 -0.9057 0.0 0.1 0.1
N 2.5204 -0.9730 -1.3776 -0.1 -0.1 0.1
C 2.8774 0.3467 -0.8862 0.0 -0.2 -0.2
C 2.5916 -1.2518 -2.8000 0.0 0.0 0.0
H 2.1146 -1.6478 0.5084 0.0 0.0 0.0
H 2.2206 1.0993 -1.3281 0.0 0.1 0.1
H 3.9103 0.5842 -1.1409 0.0 0.0 0.1
H 2.7879 0.3719 0.1969 0.0 0.0 -0.1
H 1.6150 -1.5481 -3.1859 0.0 0.0 0.0
H 3.2892 -2.0657 -3.0007 0.0 0.0 0.0
H 2.9245 -0.3533 -3.3152 0.0 0.0 0.0
C 2.9902 2.7032 1.4241 0.0 0.1 0.1
O 4.0362 2.0791 1.3359 0.0 0.1 0.1
N 2.7215 3.6338 2.3567 0.0 -0.1 -0.1
C 1.4334 4.2962 2.3750 0.0 -0.1 0.0
C 3.7325 3.9702 3.3443 -0.1 0.0 -0.1
H 2.1456 2.5535 0.7288 0.0 0.0 0.0
H 1.5418 5.3751 2.2449 0.0 0.0 0.0
H 0.9162 4.1134 3.3201 0.0 0.0 0.0
H 0.8416 3.9038 1.5495 -0.1 0.1 0.1
H 4.6326 4.3446 2.8553 0.0 0.0 0.0
H 4.0084 3.0860 3.9207 0.0 0.0 0.0
H 3.3467 4.7289 4.0196 0.0 0.0 0.0
C 5.5956 4.1773 6.3523 0.0 0.0 0.0
O 4.7370 4.9853 6.0516 0.1 0.0 0.1
N 5.4966 3.3131 7.3844 0.0 0.1 -0.1
C 6.5438 2.3675 7.7007 0.0 0.0 0.0
C 4.2930 3.3464 8.1956 0.0 0.0 0.0
H 6.5413 4.0807 5.7936 0.0 0.0 0.0
H 6.1780 1.3406 7.6362 0.0 0.0 0.0
H 6.9324 2.5345 8.7075 0.0 0.0 0.0
H 7.3613 2.4866 6.9910 0.0 0.0 0.0
H 3.4114 3.1411 7.5870 0.0 0.0 0.0
H 4.1614 4.3284 8.6511 0.0 0.0 0.0
H 4.3755 2.5935 8.9770 0.0 0.0 0.0
C -1.2641 2.9081 -0.3816 0.0 0.0 0.1
O -0.2810 3.6407 -0.4059 0.0 -0.1 0.0
N -2.5140 3.3329 -0.1543 0.2 0.0 -0.1
C -3.6280 2.4110 -0.1013 -0.1 0.0 0.1
C -2.7129 4.7520 0.0794 0.0 0.0 0.0
H -1.1926 1.8191 -0.5233 0.0 0.0 0.0
H -4.3914 2.6683 -0.8384 0.0 0.1 0.0
H -4.0794 2.4114 0.8917 0.0 0.0 0.0
H -3.2624 1.4054 -0.2918 -0.1 0.0 0.0
H -2.3855 5.3199 -0.7895 -0.1 0.0 0.0
H -2.1274 5.0838 0.9377 0.0 0.0 0.0
H -3.7661 4.9519 0.2607 0.0 0.0 0.0
C -1.0765 7.7037 -0.2972 0.1 0.0 0.0
O -2.1927 8.1419 -0.0733 0.1 0.0 0.0
N 0.0593 8.1961 0.2327 -0.1 0.0 0.0
C 1.3527 7.6186 -0.0552 0.0 0.0 0.0
C -0.0429 9.3453 1.1172 0.0 0.0 0.0
H -0.8974 6.8458 -0.9658 0.0 0.0 0.0
H 1.8383 7.2726 0.8602 0.0 0.0 0.0
H 2.0086 8.3477 -0.5358 0.0 0.0 0.0
H 1.2268 6.7644 -0.7199 0.0 0.0 0.0
H -0.6741 9.1026 1.9737 0.0 0.0 0.0
H -0.4786 10.1986 0.6022 0.0 0.0 0.0
H 0.9494 9.6221 1.4671 0.0 0.0 0.0
C -1.3989 13.2446 1.5453 0.0 -0.1 0.0
O -0.4544 12.5154 1.3056 -0.1 0.1 0.0
N -2.5456 12.8418 2.1299 0.1 0.0 0.0
C -3.6324 13.7568 2.3978 0.0 0.0 0.0
C -2.6906 11.4410 2.4908 0.0 0.0 0.0
H -1.3968 14.3178 1.2907 0.0 0.0 0.0
H -3.8530 13.8012 3.4666 0.0 0.0 0.0
H -4.5391 13.4537 1.8697 0.0 0.0 0.0
H -3.3546 14.7548 2.0614 0.0 0.0 0.0
H -1.9130 11.1446 3.1963 0.0 0.0 0.0
H -2.6145 10.7994 1.6117 0.0 0.0 0.0
H -3.6663 11.2988 2.9511 0.0 0.0 0.0
C -1.3204 -0.0745 2.3283 0.0 -0.1 0.0
O -2.2727 0.3528 1.6987 0.1 0.0 0.0
N -1.1750 -1.3597 2.7034 0.0 0.1 0.0
C -0.0176 -1.8218 3.4375 0.0 0.0 0.0
C -2.2207 -2.3042 2.3488 0.0 0.0 0.0
H -0.4814 0.5696 2.6411 0.0 0.0 0.0
H 0.5210 -2.5879 2.8756 0.0 0.0 0.0
H -0.3080 -2.2399 4.4035 0.0 0.0 0.0
H 0.6562 -0.9837 3.6119 0.0 0.0 0.0
H -2.3488 -2.3507 1.2669 0.0 0.0 0.0
H -3.1738 -2.0052 2.7857 0.0 0.0 0.0
H -1.9451 -3.2886 2.7210 0.0 0.0 0.0
C -8.9640 -6.7316 -2.4918 0.0 0.1 0.0
O -10.1400 -6.4265 -2.4109 0.1 0.0 0.0
N -7.9978 -5.9284 -2.9785 -0.1 0.0 0.0
C -6.6071 -6.3337 -3.0522 -0.1 0.0 0.0
C -8.3730 -4.6054 -3.4408 0.0 0.0 0.0
H -8.5829 -7.7142 -2.1650 0.0 0.0 0.0
H -5.9666 -5.6683 -2.4750 0.0 -0.1 0.0
H -6.2677 -6.3329 -4.0917 0.0 0.0 0.0
H -6.5111 -7.3448 -2.6577 0.0 0.0 0.0
H -8.8260 -4.0274 -2.6342 0.0 0.0 0.0
H -9.1003 -4.6700 -4.2515 0.0 0.0 0.0
H -7.4797 -4.0928 -3.7923 0.0 0.0 0.0
```
Forces are in eV/Å.

***

This record from the OMol25 dataset describes 2 unconnected molecules or ions with the total composition C6H14FNO2. The level of theory is the ωB97M-V functional and the def2-TZVPD basis.

As for the HOMO-LUMO gap: 10.59 eV. The calculation puts the molecular weight at 151.2 g/mol. For the strongest force on any atom, the calculation gives 17.10 eV Å⁻¹. The SMILES is CC[C@H](C)[C@H](N)C(=O)O.F.

```
24
Properties=species:S:1:pos:R:3:forces:R:3
C -0.1858 1.6758 1.8146 1.6 -3.0 -0.8
C 0.4363 1.1003 0.4649 -2.0 -8.4 9.8
C -0.1335 -0.2547 -0.1218 0.3 -0.7 1.2
C -0.6107 -1.3378 0.8820 3.3 -0.3 -0.8
C 0.7650 -0.7922 -1.2794 0.5 0.5 -0.8
N 0.0120 -1.3221 -2.4729 -10.5 10.9 7.9
C 1.9355 -1.7436 -1.0018 1.6 0.4 1.7
O 2.9636 -1.4404 -0.4365 -1.2 0.2 -0.7
O 1.8321 -3.0020 -1.4943 12.8 3.6 -0.9
H -0.5470 0.8726 2.4430 -0.1 -0.2 0.3
H -0.9611 2.3221 1.6605 -2.2 1.7 -0.7
H 0.5473 2.2037 2.3690 0.9 0.5 0.5
H 1.3920 1.0185 0.5928 5.7 -0.1 0.3
H 0.1054 1.6200 -0.1512 -3.8 9.2 -10.1
H -0.9728 0.0389 -0.6841 -1.4 0.5 -0.7
H 0.2759 -1.5571 1.5416 -0.9 -0.1 -0.4
H -1.4258 -1.1236 1.5057 -1.2 0.7 0.6
H -0.8281 -2.2415 0.3171 -0.2 -0.3 0.1
H 1.3398 0.0967 -1.6073 -0.4 -0.2 -0.1
H 0.4882 -1.9267 -2.7617 9.0 -11.6 -6.4
H -0.8824 -1.7942 -2.1207 1.5 1.0 -0.7
H 1.0575 -3.2209 -1.4169 -13.4 -4.2 0.8
F -2.8918 5.4433 0.8686 5.3 0.5 -1.4
H -3.7118 5.3645 1.0890 -5.3 -0.5 1.4
```
Forces are in eV/Å.

***

This record from the OMol25 dataset describes 2 unconnected molecules or ions with the total composition C3H11BNO3. The level of theory is the ωB97M-V functional and the def2-TZVPD basis.

As for the net charge: +1. The energy above the lowest of the compared OMol25 structures with the same formula, charge and spin is 2.7630 eV. As for the HOMO-LUMO gap (spin up / spin down): 6.72 / 6.72 eV. The calculation puts the molecular weight at 119.9 g/mol. For the strongest force on any atom, the calculation gives 1.63 eV Å⁻¹.

```
19
Properties=species:S:1:pos:R:3:forces:R:3
B 1.2817 0.6015 0.0566 -0.2 -1.1 -0.6
C -1.8204 0.2165 1.1227 0.1 0.1 0.1
C 0.8314 -0.3974 -0.9701 -1.4 0.4 0.3
C -1.9969 -0.0017 -0.3189 1.2 1.0 -0.4
N 1.3925 -1.7582 -0.8328 0.3 -0.1 0.0
O 0.7400 1.8622 0.0916 -0.3 0.5 -0.1
O 2.1496 0.0838 0.9996 0.2 0.0 0.2
O -1.9438 0.9616 -1.1882 -0.3 -0.7 0.5
H -1.1093 1.0185 1.3102 0.0 0.0 0.0
H -1.5128 -0.6908 1.6341 0.0 -0.1 -0.1
H -2.7754 0.5210 1.5627 -0.2 0.0 -0.1
H 0.3680 -0.2135 -1.9217 0.1 0.0 -0.2
H -2.4005 -0.9269 -0.7051 0.0 0.0 -0.2
H 2.0729 -1.9898 -1.5716 -0.2 0.0 0.3
H 0.6663 -2.4848 -0.8244 0.5 0.2 0.1
H 1.8858 -1.7398 0.0765 -0.1 -0.3 -0.4
H 1.1841 2.4903 0.6621 0.0 0.2 0.1
H 2.4861 0.6866 1.6606 0.1 0.1 0.3
H -1.4993 1.7608 -0.8441 0.0 -0.1 0.2
```
Forces are in eV/Å.

***

This record from the OMol25 dataset describes 2 unconnected molecules or ions with the total composition C2HBrF2O. The level of theory is the ωB97M-V functional and the def2-TZVPD basis.

The energy above the lowest of the compared OMol25 structures with the same formula, charge and spin is 2.7444 eV. As for the HOMO-LUMO gap: 9.30 eV. The calculation puts the molecular weight at 158.9 g/mol. For the strongest force on any atom, the calculation gives 2.58 eV Å⁻¹.

```
7
Properties=species:S:1:pos:R:3:forces:R:3
C 0.8066 0.2341 -1.2576 2.2 -1.2 0.5
C -1.3372 -0.8009 1.4657 0.2 -1.4 0.3
O -0.2854 -0.1120 -1.1675 -2.5 -0.7 0.1
F 1.8036 -0.3904 -0.5683 -0.1 0.4 -0.1
F -0.3770 -0.8279 2.3533 -0.3 0.5 -0.4
Br -1.8289 0.9520 1.0833 -0.2 1.0 0.4
H 1.2184 0.9452 -1.9089 0.7 1.3 -0.8
```
Forces are in eV/Å.

***

This record from the OMol25 dataset describes C3H10N4O2 in the gas phase. The level of theory is the ωB97M-V functional and the def2-TZVPD basis.

The energy above the lowest of the compared OMol25 structures with the same formula, charge and spin is 1.8965 eV. As for the HOMO-LUMO gap: 9.90 eV. The calculation puts the molecular weight at 134.1 g/mol. For the strongest force on any atom, the calculation gives 0.59 eV Å⁻¹. The SMILES is NC(=O)[C@H](N)[C@H](N)NO.

```
19
Properties=species:S:1:pos:R:3:forces:R:3
N -0.6455 1.9103 -0.2249 0.1 0.5 0.1
C -1.3703 0.7735 -0.2338 0.2 -0.1 -0.2
O -2.5553 0.7388 0.0132 -0.3 0.0 0.1
C -0.5888 -0.4920 -0.6350 -0.1 -0.2 0.0
N -1.4635 -1.6487 -0.7125 0.0 -0.1 -0.1
C 0.5811 -0.8438 0.3224 0.2 0.3 -0.1
N 0.3244 -0.3849 1.6583 -0.1 0.0 0.1
N 1.9167 -0.4594 -0.1527 0.5 -0.2 0.2
O 2.0427 0.9577 -0.3631 -0.1 -0.2 -0.1
H 0.3350 1.9042 -0.4618 0.0 0.0 0.0
H -1.1060 2.7819 -0.0216 -0.1 -0.1 0.0
H -0.1784 -0.3152 -1.6393 0.0 0.0 0.2
H -2.2729 -1.4133 -1.2805 0.0 0.0 0.2
H -1.8225 -1.8374 0.2195 -0.1 0.0 -0.1
H 0.6351 -1.9403 0.3500 0.0 0.2 -0.2
H 1.0481 -0.7083 2.2884 0.0 0.0 0.0
H 0.2783 0.6267 1.7016 0.0 0.0 0.0
H 2.0904 -0.8861 -1.0608 -0.1 0.2 0.0
H 2.7513 1.2364 0.2326 -0.2 -0.3 -0.1
```
Forces are in eV/Å.